# 1
# C57H45LiN2OP2S2

A molecular structure, C57H45LiN2OP2S2 (ωB97M-V/def2-TZVPD, the OMol25 dataset).

Values from the calculation:
max |F|	0.01711	hartree/bohr
total energy	-105321.145	eV
lowest unoccupied orbital energy	0.1	eV
ΔE to the lowest compared entry with this formula, charge and spin	0.00	kJ/mol
molar mass	907.02	g mol⁻¹

Last column: Mulliken charge in e.
Cartesian coordinates (Å):
Li -1.34500 -1.09803 0.26996  2.08
O 1.39797 -1.53381 0.88810  -1.00
S 1.40645 -0.24357 0.10991  2.51
C 2.43385 0.85747 1.14136  -0.23
C 3.43511 1.63299 0.61175  -0.10
C 4.37789 2.32197 1.40643  -1.23
C 4.31810 2.17164 2.76053  0.23
C 5.20900 2.67291 3.87338  -0.79
C 4.54814 2.15162 5.17953  -0.76
C 3.30835 1.41909 4.72035  -0.08
C 2.30544 0.80864 5.41442  -1.21
C 1.21167 0.28957 4.69029  0.11
C 1.13002 0.29482 3.31455  0.17
P -0.48531 -0.09951 2.51312  2.14
C -1.53707 1.11282 3.42616  0.68
C -1.67890 2.35871 2.81584  -0.87
C -2.47254 3.34511 3.38257  -0.42
C -3.13709 3.09634 4.57457  -0.69
C -2.98617 1.86778 5.20304  -0.74
C -2.19209 0.88178 4.63431  -0.18
C -0.98560 -1.66272 3.32362  0.21
C -0.08932 -2.58903 3.84637  -0.73
C -0.54877 -3.79518 4.36465  -0.70
C -1.90231 -4.09640 4.34166  -0.64
C -2.80302 -3.18778 3.79484  -0.79
C -2.34880 -1.98015 3.29041  -0.62
C 2.22552 0.83065 2.56176  -2.26
C 3.24693 1.44070 3.31468  1.67
C 2.57351 -0.57732 -1.22595  -0.39
C 3.84723 -0.94903 -0.86596  -0.12
C 4.88810 -1.11789 -1.79601  -1.43
C 4.61700 -0.87329 -3.11165  0.41
C 5.50830 -0.89131 -4.33000  -0.85
C 4.55351 -0.63174 -5.52619  -0.75
C 3.19084 -0.45583 -4.89844  -0.24
C 1.96142 -0.25624 -5.44679  -1.14
C 0.84049 -0.21850 -4.59003  0.09
C 0.90420 -0.32769 -3.21519  -0.57
P -0.67277 -0.54210 -2.24426  1.41
C -1.86428 0.24275 -3.41853  0.19
C -2.85164 -0.41214 -4.15019  -0.29
C -3.73955 0.30231 -4.94631  -0.79
C -3.66198 1.68340 -5.02245  -0.68
C -2.66075 2.34625 -4.32609  -0.71
C -1.76938 1.63221 -3.54348  -0.39
C -0.93317 -2.34656 -2.57833  0.73
C 0.07682 -3.22843 -2.96171  -0.89
C -0.17792 -4.58898 -3.09122  -0.67
C -1.44960 -5.09102 -2.85816  -0.75
C -2.46517 -4.22660 -2.46689  -0.65
C -2.20094 -2.87610 -2.30180  -0.27
C 2.20355 -0.46263 -2.60683  -1.81
C 3.29443 -0.57491 -3.49916  1.73
H 3.55168 1.68912 -0.46331  0.66
H 5.15035 2.90982 0.92516  0.45
H 5.27276 3.76214 3.86354  0.31
H 6.22541 2.29347 3.75887  0.29
H 4.29235 2.96828 5.85606  0.27
H 5.21544 1.48317 5.72581  0.28
H 2.30922 0.75808 6.49735  0.47
H 0.37431 -0.10586 5.25252  0.42
H -1.16434 2.54168 1.88208  -0.06
H -2.58434 4.30140 2.88595  0.45
H -3.77500 3.85483 5.01136  0.38
H -3.49515 1.67401 6.13987  0.42
H -2.09784 -0.07431 5.13382  0.37
H 0.97259 -2.37650 3.82795  0.44
H 0.15497 -4.50015 4.79087  0.42
H -2.25615 -5.03905 4.74111  0.37
H -3.85952 -3.42491 3.75759  0.42
H -3.04928 -1.27403 2.85501  0.47
H 4.05908 -1.08906 0.18751  0.61
H 5.87585 -1.40268 -1.45309  0.44
H 6.03153 -1.84347 -4.42940  0.32
H 6.27295 -0.11636 -4.25554  0.30
H 4.55243 -1.46626 -6.22877  0.27
H 4.84454 0.25642 -6.08851  0.30
H 1.81622 -0.17984 -6.51824  0.45
H -0.13275 -0.13502 -5.05299  0.67
H -2.93322 -1.48687 -4.12280  0.45
H -4.49331 -0.22989 -5.51399  0.43
H -4.36988 2.23849 -5.62564  0.38
H -2.57736 3.42444 -4.38891  0.47
H -0.97895 2.16449 -3.02547  0.39
H 1.07676 -2.86176 -3.15555  0.27
H 0.62070 -5.25930 -3.38560  0.41
H -1.64488 -6.15014 -2.97164  0.38
H -3.46085 -4.61211 -2.28357  0.41
H -2.97675 -2.21647 -1.92704  0.29
S -5.14340 1.49359 -0.52216  -0.41
C -5.47099 -0.14503 -0.22849  -0.58
C -4.32521 -0.84995 -0.02778  -0.81
C -3.08759 -0.11405 -0.10602  0.48
C -3.39457 1.21120 -0.37057  0.37
C -2.55317 2.39718 -0.57684  0.17
C -3.11575 3.68720 -0.70034  -1.11
C -2.30934 4.78243 -0.90680  -1.03
C -0.93265 4.60258 -1.00653  -0.97
C -0.45862 3.31304 -0.88911  -0.45
N -1.22432 2.24320 -0.66668  0.76
H -6.49366 -0.49630 -0.20998  0.42
H -4.36162 -1.91931 0.17077  0.35
H -4.18684 3.81129 -0.63093  0.49
H -2.73956 5.77324 -0.99068  0.46
H -0.25870 5.43303 -1.16897  0.47
H 0.60800 3.12006 -0.98320  0.17
N -1.00869 -3.17751 0.64874  -0.48
H -1.39901 -3.65974 1.45301  0.11
H -0.03729 -2.96386 0.87941  0.39
H -0.98129 -3.84518 -0.11579  0.19


# 2
# C30H80O30S10

10 unconnected molecules or ions with the total composition C30H80O30S10 in a non-equilibrium geometry (ωB97M-V/def2-TZVPD, the OMol25 dataset).

Values from the calculation:
max |F|	0.04138	hartree/bohr
total energy	-202179.244	eV
structure (SMILES)	CCOS(C)(=O)=O.CCOS(C)(=O)=O.CCOS(C)(=O)=O.CCOS(C)(=O)=O.CCOS(C)(=O)=O.CCOS(C)(=O)=O.CCOS(C)(=O)=O.CCOS(C)(=O)=O.CCOS(C)(=O)=O.CCOS(C)(=O)=O
lowest unoccupied orbital energy	-0.1	eV
ΔE to the lowest compared entry with this formula, charge and spin	187.52	kJ/mol
molar mass	1241.61	g mol⁻¹

Last column: Mulliken charge in e.
Cartesian coordinates (Å):
O -7.19557 -0.26506 -4.26632  -0.66
S -8.09918 -1.37139 -4.16909  1.09
O -7.78111 -2.63018 -4.78133  -0.42
O -8.43633 -1.59922 -2.59102  -0.35
C -8.46909 -0.48627 -1.69110  -0.60
C -9.33965 -0.82754 -0.49089  -0.72
C -9.81263 -0.91378 -4.61226  -0.98
H -8.83853 0.38013 -2.24725  0.53
H -7.44930 -0.29864 -1.34799  0.20
H -8.80476 -1.59746 0.07036  -0.02
H -10.33026 -1.18343 -0.76174  0.35
H -9.32035 0.06305 0.13862  0.46
H -9.82262 -0.53861 -5.63238  0.43
H -10.11881 -0.15492 -3.89925  0.35
H -10.38327 -1.83374 -4.52612  0.29
O -9.43698 2.20352 5.59019  -0.59
S -8.95781 0.88899 5.96420  1.15
O -9.74450 0.04652 6.81612  -0.63
O -8.61861 0.04308 4.63863  -0.29
C -8.48875 -1.40480 4.76678  -0.63
C -8.29474 -2.02457 3.42172  -0.29
C -7.24159 1.04020 6.66550  -0.99
H -9.43857 -1.75157 5.18033  0.36
H -7.72908 -1.56160 5.53516  0.43
H -7.39407 -1.68552 2.91453  0.31
H -9.17500 -1.90703 2.78212  -0.19
H -8.34823 -3.11337 3.51774  0.25
H -7.03795 0.15527 7.25956  0.35
H -7.33896 1.91603 7.30426  0.41
H -6.53208 1.22876 5.86755  0.30
O -12.18910 -10.88840 4.02434  -0.65
S -10.95924 -10.60125 4.73204  1.20
O -11.07486 -10.25404 6.12785  -0.64
O -9.91993 -11.81310 4.54118  -0.17
C -10.37133 -13.14709 4.76697  -0.56
C -10.97156 -13.73467 3.50296  -0.70
C -10.08569 -9.28706 3.90115  -0.86
H -10.99311 -13.18608 5.66687  0.39
H -9.53747 -13.79277 5.05389  0.31
H -11.24694 -14.77970 3.64890  0.38
H -10.26974 -13.61692 2.67853  0.04
H -11.87806 -13.25915 3.12514  0.33
H -9.09962 -9.17619 4.35401  0.33
H -10.57670 -8.32928 4.04212  0.47
H -9.98781 -9.59907 2.86374  0.13
O -6.71411 -6.31174 -1.84595  -0.25
S -5.97892 -5.85816 -2.99838  0.84
O -4.79163 -6.52763 -3.44007  -0.68
O -7.02669 -5.90765 -4.25135  -0.26
C -6.63126 -5.44236 -5.53308  0.01
C -6.67043 -6.57660 -6.55544  -1.50
C -5.66723 -4.05636 -2.90467  -0.38
H -5.58454 -5.13081 -5.54881  0.38
H -7.27405 -4.65731 -5.91843  0.20
H -6.52407 -6.14065 -7.54820  0.40
H -7.52190 -7.25432 -6.52217  0.35
H -5.80560 -7.24842 -6.51372  0.33
H -6.53600 -3.51321 -2.54376  -0.45
H -5.48806 -3.76751 -3.93710  0.43
H -4.79876 -3.86235 -2.28088  0.58
O -13.28113 -5.80841 0.01703  -0.64
S -12.09804 -6.43132 -0.52637  1.22
O -12.16738 -7.58956 -1.37617  -0.65
O -11.26524 -5.26765 -1.29053  -0.17
C -10.12790 -5.67908 -2.04539  -0.45
C -9.34459 -4.41414 -2.38181  0.06
C -11.05627 -6.71045 0.92650  -0.10
H -10.41923 -6.14679 -2.98717  0.29
H -9.50893 -6.39421 -1.49711  0.18
H -8.66135 -4.60292 -3.20683  -0.13
H -8.73940 -3.98566 -1.58488  -0.20
H -10.07205 -3.68586 -2.74160  0.33
H -11.48020 -7.62364 1.34576  0.45
H -11.22332 -5.88700 1.61156  -0.06
H -10.04414 -6.88711 0.57247  -0.20
O -8.74976 -15.71490 1.90717  -0.60
S -7.77687 -14.83069 1.32361  1.19
O -6.81284 -15.28235 0.34240  -0.62
O -8.55822 -13.54788 0.74612  -0.30
C -7.83784 -12.66870 -0.12369  -0.32
C -8.33870 -11.23842 0.15248  -0.93
C -6.87975 -14.00565 2.67679  -0.45
H -8.01492 -12.87801 -1.17914  0.26
H -6.76715 -12.78258 0.04083  0.29
H -9.40225 -11.24094 0.38698  0.30
H -8.13967 -10.51551 -0.63684  0.40
H -7.81444 -10.82883 1.01963  0.19
H -6.01675 -13.56529 2.18179  -0.12
H -6.56341 -14.83424 3.30329  0.52
H -7.49946 -13.21224 3.07974  0.15
O -1.60652 -8.26235 4.53811  -0.65
S -2.02942 -6.89886 4.37382  1.07
O -2.63044 -6.41396 3.15445  -0.52
O -3.00984 -6.51440 5.60802  -0.20
C -2.56880 -6.86146 6.93939  -0.14
C -3.71268 -6.43866 7.83855  -1.29
C -0.62106 -5.90022 4.71224  -1.17
H -1.67786 -6.28052 7.17704  0.33
H -2.40442 -7.93452 7.02474  0.30
H -3.73690 -5.34886 7.92189  0.31
H -3.58841 -6.80020 8.85996  0.38
H -4.69855 -6.71538 7.47047  0.32
H -0.03987 -6.36843 5.50750  0.40
H -0.95041 -4.91107 5.01996  0.37
H 0.07749 -5.88788 3.87846  0.39
O -3.40664 -10.39784 1.68439  -0.64
S -3.39256 -11.55629 2.53853  1.25
O -4.54878 -11.90242 3.32275  -0.60
O -2.99876 -12.79666 1.56903  -0.33
C -2.70977 -14.04819 2.18996  -0.09
C -2.67724 -15.19093 1.19139  -1.38
C -1.94184 -11.55545 3.63716  -0.68
H -3.43774 -14.31908 2.95619  0.33
H -1.69367 -13.99967 2.58763  0.36
H -3.57071 -15.26080 0.56788  0.29
H -2.35249 -16.10649 1.67610  0.38
H -1.94328 -14.97059 0.40553  0.35
H -1.01925 -11.92568 3.19701  0.36
H -2.12256 -12.17332 4.51439  0.36
H -1.82206 -10.51524 3.93445  0.07
O -6.57538 -8.09633 3.40530  -0.66
S -6.82464 -7.47594 2.13183  1.14
O -7.86852 -8.00897 1.28039  -0.33
O -7.10954 -5.90740 2.37758  -0.42
C -7.54504 -5.07158 1.27557  1.20
C -6.46746 -4.07747 0.87770  -0.43
C -5.26816 -7.38794 1.24081  -0.40
H -8.48755 -4.59561 1.54897  -0.22
H -7.81221 -5.67316 0.40469  -0.26
H -5.52683 -4.56726 0.63324  0.29
H -6.29347 -3.22506 1.53662  0.13
H -6.78308 -3.54126 -0.02552  -0.28
H -4.82414 -6.46529 1.61398  0.12
H -5.53739 -7.28306 0.19188  0.13
H -4.57173 -8.17422 1.51744  0.25
O -12.52007 -2.16753 0.30971  -0.75
S -12.20938 -2.62876 1.64660  1.31
O -10.97534 -3.33519 1.92721  -0.45
O -12.31202 -1.35696 2.65509  -0.27
C -12.05425 -0.05606 2.06369  0.22
C -11.85745 0.93973 3.20682  -0.96
C -13.60979 -3.58266 2.26068  -1.13
H -12.99362 0.13471 1.53376  0.43
H -11.28683 -0.06308 1.29064  -0.19
H -12.82668 0.94352 3.69764  0.33
H -11.50492 1.86950 2.77088  0.41
H -11.08744 0.50511 3.84059  0.01
H -13.43902 -4.65517 2.30442  0.28
H -14.42395 -3.36661 1.57835  0.38
H -13.67821 -3.26848 3.30207  0.36


# 3
# C3H8O2

A molecular structure, C3H8O2 in a non-equilibrium geometry (ωB97M-V/def2-TZVPD, the OMol25 dataset).

Values from the calculation:
max |F|	0.03277	hartree/bohr
total energy	-7332.616	eV
lowest unoccupied orbital energy	0.3	eV
ΔE to the lowest compared entry with this formula, charge and spin	331.40	kJ/mol
molar mass	76.09	g mol⁻¹

Last column: natural (NBO) charge in e.
Cartesian coordinates (Å):
C -1.59909 0.30502 0.33928  -0.64
C -0.37357 -0.55659 -0.19566  0.05
O -0.09959 -0.55205 -1.51493  -0.84
C 0.68284 0.21192 0.50163  0.01
O 2.11436 -0.37239 -0.43035  -0.78
H -1.54731 1.36098 0.03692  0.21
H -1.77081 0.25643 1.43112  0.20
H -2.44589 -0.15043 -0.16094  0.24
H -0.52206 -1.56596 0.25773  0.14
H 1.36052 -0.56367 -1.22436  0.52
H 0.72383 1.24529 0.17340  0.19
H 0.78887 0.04764 1.57980  0.21
H 2.68789 0.33382 -0.79364  0.50